Entry 1:
The following is a DFT calculation (the ωB97M-V functional and the def2-TZVPD basis) of an isolated molecule of C5H11NO.

Each line ends with the natural charge from an NBO analysis.
Element x y z (Å)
C1 -2.13159 0.52962 -0.64823  -0.62
C2 -1.39051 -0.51762 0.17672  -0.22
N1 0.03153 -0.21667 0.31538  -0.44
C3 0.38782 0.61692 1.44377  -0.40
C4 0.85232 -0.63517 -0.69624  0.68
C5 2.35266 -0.41368 -0.61086  -0.71
O1 0.39786 -1.22609 -1.66825  -0.64
H1 -3.19915 0.29492 -0.71241  0.21
H2 -1.72626 0.55159 -1.66299  0.23
H3 -2.03323 1.52982 -0.21106  0.20
H4 -1.47583 -1.49535 -0.30055  0.23
H5 -1.81399 -0.59238 1.18539  0.19
H6 0.24776 0.08256 2.39133  0.19
H7 1.42221 0.94932 1.39210  0.21
H8 -0.24412 1.51272 1.46805  0.20
H9 2.66868 0.05801 -1.54364  0.24
H10 2.82917 -1.39794 -0.57879  0.24
H11 2.72100 0.17100 0.23160  0.21

Properties
HOMO level ... -9.169 eV
Relative energy (zero: lowest compared OMol25 entry of this formula, charge and spin) ... 9.3 kcal/mol
Kohn-Sham gap ... 10.1 eV
SMILES ... CCN(C)C(C)=O

***

Entry 2:
The following is a DFT calculation (the ωB97M-V functional and the def2-TZVPD basis) of an isolated molecule of C5H11NO.

Each line ends with the natural charge from an NBO analysis.
Element x y z (Å)
C1 1.71649 -1.04903 -1.31072  -0.55
C2 0.83986 0.00414 -1.19499  0.20
N1 1.32649 1.35278 -1.50893  -0.84
C3 -0.56505 -0.16662 -0.79222  -0.48
C4 -1.05459 0.69966 0.42863  -0.42
C5 -0.87107 0.24032 1.85631  -0.07
O1 -1.34596 -1.11412 2.01017  -0.71
H1 1.48727 -2.02465 -0.82680  0.22
H2 2.56833 -0.80508 -2.05059  0.21
H3 0.77015 2.04507 -1.07843  0.37
H4 2.31895 1.31630 -1.36374  0.38
H5 -0.39003 -1.20405 -0.27280  0.24
H6 -1.31689 -0.33534 -1.57063  0.24
H7 -2.10682 0.99032 0.24913  0.21
H8 -0.38257 1.51602 0.24588  0.19
H9 0.11938 0.07441 2.13768  0.16
H10 -1.33233 0.89653 2.58961  0.17
H11 -0.64700 -1.39684 2.49981  0.46

Properties
HOMO level ... -8.149 eV
Relative energy (zero: lowest compared OMol25 entry of this formula, charge and spin) ... 74.5 kcal/mol
Kohn-Sham gap ... 9.0 eV
SMILES ... C=C(N)CCCO

***

Entry 3:
The following is a DFT calculation (the ωB97M-V functional and the def2-TZVPD basis) of an isolated molecule of C5H11NO.

Each line ends with the natural charge from an NBO analysis.
Element x y z (Å)
C1 -1.86138 0.04935 -1.30999  -0.60
C2 -1.17800 -0.26347 0.01887  -0.40
C3 0.29121 0.19883 0.10512  -0.07
C4 0.44992 1.57306 0.77373  -0.61
N1 1.09394 -0.81737 0.77734  -0.61
C5 2.15061 -1.41193 0.16467  0.53
O1 2.60615 -1.08800 -0.91553  -0.62
H1 -1.73412 1.09802 -1.60019  0.20
H2 -1.44921 -0.57413 -2.11067  0.21
H3 -2.93538 -0.15508 -1.24750  0.21
H4 -1.74547 0.18575 0.84410  0.19
H5 -1.20979 -1.34817 0.17375  0.20
H6 0.72358 0.24659 -0.89964  0.23
H7 0.27453 2.38529 0.06023  0.22
H8 -0.25659 1.70152 1.60293  0.20
H9 1.46282 1.68907 1.17024  0.22
H10 0.74479 -1.22671 1.63138  0.39
H11 2.57240 -2.24264 0.76115  0.11

Properties
HOMO level ... -9.724 eV
Relative energy (zero: lowest compared OMol25 entry of this formula, charge and spin) ... 9.2 kcal/mol
Kohn-Sham gap ... 10.6 eV
SMILES ... CC[C@@H](C)NC=O

***

Entry 4:
The following is a DFT calculation (the ωB97M-V functional and the def2-TZVPD basis) of C5H11NO as an isolated structure.

Each line ends with the natural charge from an NBO analysis.
Element x y z (Å)
C1 0.21020 -0.03954 -0.22971  0.13
C2 0.23796 -0.65628 1.04261  0.24
C3 0.25002 -0.97492 -1.39593  -0.27
C4 -1.68958 -0.09755 0.82518  -0.70
C5 0.40354 1.43792 -0.43743  -0.66
N1 1.64134 -1.13941 -1.05761  -0.78
O1 0.73284 -0.10940 2.15926  -0.66
H1 0.80129 0.85183 2.07423  0.48
H2 2.21186 -0.48958 -1.59686  0.32
H3 0.23628 -1.73785 1.08629  0.22
H4 -0.33806 -1.88626 -1.24620  0.18
H5 -0.01265 -0.48391 -2.34093  0.18
H6 1.25613 1.60420 -1.09506  0.25
H7 -2.21976 -0.15655 -0.11995  0.21
H8 -2.06339 -0.87833 1.48159  0.22
H9 -1.76539 0.88058 1.29102  0.20
H10 -0.47566 1.86935 -0.91863  0.23
H11 0.58302 2.00569 0.47813  0.20

Properties
HOMO level ... -7.089 eV
Relative energy (zero: lowest compared OMol25 entry of this formula, charge and spin) ... 122.9 kcal/mol
Kohn-Sham gap ... 7.7 eV

***

Entry 5:
The following is a DFT calculation (the ωB97M-V functional and the def2-TZVPD basis) of an isolated molecule of C5H11NO.

Each line ends with the natural charge from an NBO analysis.
Element x y z (Å)
C1 -1.71119 -0.70825 -1.00100  -0.61
C2 -1.22559 0.46915 -0.15822  -0.40
C3 0.29348 0.52143 0.07350  -0.07
C4 0.64078 1.47019 1.22026  -0.61
N1 0.85428 -0.79795 0.33181  -0.62
C5 1.87744 -1.31620 -0.39613  0.53
O1 2.43927 -0.74916 -1.30934  -0.62
H1 -1.31212 -0.66678 -2.02010  0.21
H2 -1.39818 -1.66186 -0.56484  0.20
H3 -2.80479 -0.70468 -1.05659  0.21
H4 -1.51007 1.41132 -0.64394  0.21
H5 -1.73613 0.45835 0.81624  0.19
H6 0.79650 0.84838 -0.84192  0.23
H7 0.24993 2.47496 1.02953  0.21
H8 0.19594 1.11026 2.15744  0.20
H9 1.72424 1.53797 1.35809  0.22
H10 0.47104 -1.35783 1.07576  0.39
H11 2.15518 -2.33930 -0.07058  0.11

Properties
HOMO level ... -9.736 eV
Relative energy (zero: lowest compared OMol25 entry of this formula, charge and spin) ... 5.9 kcal/mol
Kohn-Sham gap ... 10.6 eV
SMILES ... CC[C@@H](C)NC=O

***

Entry 6:
The following is a DFT calculation (the ωB97M-V functional and the def2-TZVPD basis) of an isolated molecule of C5H11NO.

Each line ends with the natural charge from an NBO analysis.
Element x y z (Å)
C1 -0.31241 -1.42318 -1.00399  -0.60
C2 0.60663 -0.40725 -0.19680  -0.22
C3 1.89791 -0.26535 -0.85677  -0.60
C4 -0.08643 0.94565 -0.00684  -0.50
C5 -0.56412 1.04572 1.53626  0.71
N1 -1.92524 0.95213 1.54133  -0.86
O1 0.07691 1.36542 2.46216  -0.58
H1 -0.47464 -0.99201 -2.00219  0.20
H2 -0.04937 -2.41152 -1.12832  0.21
H3 -1.26715 -1.50492 -0.45045  0.20
H4 0.84358 -0.92342 0.83635  0.21
H5 2.54276 0.45421 -0.51018  0.21
H6 1.89428 -0.26892 -2.00270  0.20
H7 2.32093 -1.29078 -0.64205  0.20
H8 0.56574 1.88312 -0.06544  0.23
H9 -0.97114 1.06818 -0.67519  0.21
H10 -2.47029 0.77350 2.35403  0.38
H11 -2.62795 0.99941 0.81078  0.40

Properties
HOMO level ... -9.665 eV
Relative energy (zero: lowest compared OMol25 entry of this formula, charge and spin) ... 34.5 kcal/mol
Kohn-Sham gap ... 10.5 eV
SMILES ... CC(C)CC(N)=O

***

Entry 7:
The following is a DFT calculation (the ωB97M-V functional and the def2-TZVPD basis) of a 2-piece molecular cluster, C5H11NO overall.

Each line ends with the natural charge from an NBO analysis.
Element x y z (Å)
H1 0.07258 -3.21843 0.29313  0.33
N1 -0.18796 -2.32491 0.71359  -0.72
C1 0.49000 -1.34395 0.20861  0.21
C2 1.53752 -1.47547 -0.86064  -0.70
H2 0.56528 -0.34021 0.82885  0.16
H3 2.43888 -1.93423 -0.44995  0.23
H4 1.15034 -2.09304 -1.67458  0.22
H5 1.80216 -0.48916 -1.24599  0.22
C3 -1.64798 1.04502 1.23881  -0.48
C4 -0.76675 1.04260 0.23223  0.31
C5 0.07621 2.18611 -0.21287  -0.69
O1 -0.91646 -0.03778 -0.84256  -0.72
H6 -2.25619 0.17590 1.46191  0.22
H7 -1.63548 1.84531 1.96961  0.21
H8 0.66724 1.95021 -1.10223  0.24
H9 -0.49669 3.08385 -0.46039  0.24
H10 0.81051 2.50032 0.53388  0.23
H11 -1.70321 -0.57214 -0.63141  0.49

Properties
HOMO level ... -9.163 eV
Relative energy (zero: lowest compared OMol25 entry of this formula, charge and spin) ... 75.8 kcal/mol
Kohn-Sham gap ... 10.0 eV
SMILES ... [H]/N=C\C.C=C(C)O

***

Entry 8:
The following is a DFT calculation (the ωB97M-V functional and the def2-TZVPD basis) of a 2-piece molecular cluster, C5H11NO overall.

Each line ends with the natural charge from an NBO analysis.
Element x y z (Å)
C1 -0.83043 -0.46655 3.21247  -0.40
C2 -0.95126 0.08189 2.01047  -0.16
C3 0.09815 -0.17531 0.94932  -0.47
C4 -0.36972 -0.56026 -0.43361  -0.33
C5 0.41955 -1.18423 -1.33086  -0.01
N1 0.19880 -0.97792 -2.68946  -0.83
H1 -1.61120 -0.39351 3.96135  0.19
H2 -0.06334 -1.17930 3.50632  0.18
H3 -1.78769 0.76146 1.87714  0.20
H4 0.74403 -0.90077 1.43522  0.22
H5 0.50980 0.81279 0.69521  0.23
H6 -1.39850 -0.33159 -0.71782  0.20
H7 0.95996 -2.09928 -1.11213  0.21
H8 0.75961 -1.46574 -3.35196  0.39
H9 -0.59892 -0.44792 -3.00216  0.38
O1 1.15841 2.67878 -1.09212  -0.94
H10 0.24924 2.93663 -1.08804  0.47
H11 1.14652 1.70529 -1.23628  0.48

Properties
HOMO level ... -7.713 eV
Relative energy (zero: lowest compared OMol25 entry of this formula, charge and spin) ... 72.0 kcal/mol
Kohn-Sham gap ... 8.7 eV
SMILES ... C=CC/C=C/N.O

***

Entry 9:
The following is a DFT calculation (the ωB97M-V functional and the def2-TZVPD basis) of an isolated molecule of C5H11NO.

Each line ends with the natural charge from an NBO analysis.
Element x y z (Å)
C1 1.60692 0.04417 -1.35430  -0.63
C2 0.18764 -0.19349 -0.80874  -0.05
N1 -0.48792 -1.32878 -1.40781  -0.84
C3 0.23332 -0.39057 0.72845  -0.40
C4 -1.00490 0.15597 1.43189  -0.53
C5 -1.17230 1.60115 1.71887  0.42
O1 -2.14929 1.98046 2.33371  -0.53
H1 2.37285 -0.47642 -0.77972  0.20
H2 1.89180 1.09565 -1.43959  0.21
H3 1.68307 -0.23234 -2.41334  0.21
H4 -0.36995 0.72999 -0.97780  0.18
H5 0.11309 -2.13190 -1.39199  0.36
H6 -0.81506 -1.11514 -2.33738  0.36
H7 0.24865 -1.47510 0.88274  0.21
H8 1.18823 -0.11239 1.17759  0.21
H9 -1.86914 -0.13297 0.82181  0.25
H10 -1.18870 -0.43885 2.32820  0.25
H11 -0.46830 2.42058 1.48742  0.12

Properties
HOMO level ... -9.493 eV
Relative energy (zero: lowest compared OMol25 entry of this formula, charge and spin) ... 34.3 kcal/mol
Kohn-Sham gap ... 10.5 eV
SMILES ... C[C@@H](N)CCC=O

***

Entry 10:
The following is a DFT calculation (the ωB97M-V functional and the def2-TZVPD basis) of a 2-piece molecular cluster, C5H11NO overall.

Each line ends with the natural charge from an NBO analysis.
Element x y z (Å)
C1 3.93267 0.09365 0.25851  -0.40
C2 2.75673 0.19552 -0.34183  -0.16
C3 1.52223 0.87656 0.16703  -0.50
C4 0.29125 0.26600 -0.46695  -0.16
C5 -0.91182 0.83406 -0.43761  -0.05
N1 -1.15590 1.88136 0.54113  -0.86
H1 4.78881 -0.44693 -0.11653  0.20
H2 3.95271 0.45344 1.28987  0.19
H3 2.67082 -0.23411 -1.33367  0.18
H4 1.42322 0.87320 1.25049  0.24
H5 1.55304 1.91400 -0.15899  0.23
H6 0.45200 -0.46116 -1.25028  0.19
H7 -1.46186 0.96094 -1.36431  0.18
H8 -1.09920 2.76736 0.04643  0.35
H9 -2.12799 1.77857 0.82888  0.36
O1 -5.84883 -3.77717 0.29645  -0.95
H10 -5.46371 -3.85995 1.18028  0.48
H11 -5.27417 -4.11535 -0.38889  0.48

Properties
HOMO level ... -9.190 eV
Relative energy (zero: lowest compared OMol25 entry of this formula, charge and spin) ... 69.5 kcal/mol
Kohn-Sham gap ... 10.1 eV
SMILES ... C=CC/C=C\N.O

***

Entry 11:
The following is a DFT calculation (the ωB97M-V functional and the def2-TZVPD basis) of an isolated molecule of C5H11NO.

Each line ends with the natural charge from an NBO analysis.
Element x y z (Å)
C1 -1.76289 -0.76793 -0.64312  -0.61
C2 -1.07106 0.58702 -0.41995  -0.41
C3 0.38708 0.56240 0.14956  -0.07
C4 0.47299 1.32182 1.47384  -0.61
N1 0.95240 -0.77366 0.27828  -0.62
C5 1.88029 -1.27447 -0.58148  0.53
O1 2.42154 -0.64750 -1.47059  -0.62
H1 -1.72160 -1.07221 -1.69358  0.21
H2 -1.30171 -1.57684 -0.06746  0.20
H3 -2.81714 -0.72255 -0.35239  0.21
H4 -1.05518 1.12951 -1.37194  0.21
H5 -1.68339 1.19379 0.25890  0.20
H6 1.05349 1.05376 -0.56324  0.23
H7 0.13744 2.35365 1.32280  0.22
H8 -0.16771 0.87791 2.24850  0.20
H9 1.50393 1.34569 1.83947  0.22
H10 0.58217 -1.40356 0.97420  0.39
H11 2.10283 -2.34499 -0.38558  0.11

Properties
HOMO level ... -9.735 eV
Relative energy (zero: lowest compared OMol25 entry of this formula, charge and spin) ... 12.5 kcal/mol
Kohn-Sham gap ... 10.6 eV
SMILES ... CC[C@@H](C)NC=O

***

Entry 12:
The following is a DFT calculation (the ωB97M-V functional and the def2-TZVPD basis) of an isolated molecule of C5H11NO.

Each line ends with the natural charge from an NBO analysis.
Element x y z (Å)
C1 2.02541 1.61202 0.05547  -0.63
C2 0.97032 0.74128 0.83643  -0.22
N1 0.18441 -0.06477 -0.18151  -0.44
C3 0.25688 0.22647 -1.63940  -0.40
C4 -0.97551 -0.75906 0.10159  0.67
C5 -1.10644 -1.12186 1.56939  -0.75
O1 -1.80502 -0.94896 -0.80728  -0.64
H1 1.62475 2.61377 -0.00144  0.22
H2 2.98899 1.71325 0.52344  0.22
H3 2.31752 1.24092 -0.96078  0.23
H4 0.33081 1.07259 1.59771  0.21
H5 1.35534 -0.00492 1.49882  0.19
H6 -0.61420 0.18037 -2.04792  0.23
H7 0.94090 -0.26943 -2.26369  0.19
H8 0.55781 1.23527 -1.78922  0.19
H9 -1.95979 -0.45610 1.89231  0.26
H10 -1.32896 -2.25786 1.67491  0.25
H11 -0.08792 -1.21594 2.06384  0.23

Properties
HOMO level ... -8.948 eV
Relative energy (zero: lowest compared OMol25 entry of this formula, charge and spin) ... 61.4 kcal/mol
Kohn-Sham gap ... 9.8 eV
SMILES ... CCN(C)C(C)=O

***

| no. | E_LUMO (eV) |
| --- | --- |
| 1 | 0.917 |
| 2 | 0.865 |
| 3 | 0.897 |
| 4 | 0.612 |
| 5 | 0.912 |
| 6 | 0.868 |
| 7 | 0.857 |
| 8 | 0.960 |
| 9 | 0.980 |
| 10 | 0.876 |
| 11 | 0.886 |
| 12 | 0.822 |